A molecular structure, C52H52B11Br6GeI2P2Pb, computed with ωB97M-V with the def2-TZVPD basis set.

The geometry in XYZ format:
```
127
Properties=species:S:1:pos:R:3:forces:R:3:mulliken_charge:R:1
Pb -0.2291 0.0789 -0.6234 0.138 -0.347 -0.019 1.33
I -5.6173 -0.5856 1.8436 0.135 0.268 -0.111 -0.25
I -3.8726 -0.0542 -0.1534 0.037 -0.083 0.238 0.89
Br -4.3249 1.4535 -3.5919 0.170 -0.042 -0.224 -0.21
Br -0.9115 2.4053 -2.4220 0.010 0.230 -0.238 1.24
Br -4.5789 2.2415 -7.4607 0.112 -0.044 0.095 -0.38
Br -1.6572 -1.1612 -3.1188 -0.177 0.061 -0.337 1.49
Br -3.8966 -1.4271 -6.2300 0.018 0.081 0.029 -0.35
Br -2.6343 4.6132 -4.9895 0.019 -0.113 -0.077 -0.37
Ge -2.4529 -3.1456 0.2165 0.125 0.135 0.110 2.17
P 0.7806 2.9020 4.1943 -0.147 0.102 -0.089 -0.56
P -0.5555 2.2781 1.1774 -0.154 0.382 0.315 -0.74
C -3.4080 -5.1093 2.0728 -0.021 0.049 0.016 -0.17
C 0.9456 -5.6306 0.3559 0.003 -0.003 0.015 -0.66
C 2.0078 -1.7592 0.4470 0.336 -0.055 0.348 -1.21
C -2.8482 2.7844 2.6691 0.069 0.046 -0.004 -0.73
C -2.1994 2.9933 1.4507 0.047 -0.072 0.020 1.96
C -2.3009 2.1077 7.5732 -0.036 0.011 0.015 -0.66
C -0.8667 6.6215 3.3912 -0.049 -0.060 -0.038 -1.01
C -3.6406 -4.1909 -2.2587 0.061 0.104 0.081 -0.07
C -2.9608 -3.7878 1.9928 -0.007 0.051 -0.074 -0.17
C 0.2767 7.3934 3.2186 -0.002 -0.004 -0.042 -0.58
C -2.8720 -3.0374 3.1626 0.036 -0.049 -0.077 -0.36
C 1.8971 3.1083 0.3224 -0.030 -0.014 0.009 -0.09
C 1.1280 5.6493 -0.4811 -0.001 0.037 0.016 -1.09
C -4.7993 3.9252 1.8440 -0.029 -0.032 0.028 -0.91
C 2.8270 3.9642 -0.2452 0.057 0.002 -0.013 -0.67
C -4.1695 4.1155 0.6210 -0.020 -0.021 -0.012 -0.78
C -5.9760 -4.0832 -2.8212 0.010 0.010 -0.055 -0.66
C -1.8893 1.0760 6.7422 0.028 -0.015 -0.024 -0.61
C -3.6662 -4.9042 4.4534 -0.003 0.013 0.025 -0.56
C -1.7885 3.3830 7.3830 0.019 -0.001 -0.020 -0.66
C 1.5278 6.8032 3.3095 0.015 -0.013 -0.043 -0.68
C -3.8918 -3.5776 -1.0297 0.117 0.047 -0.024 0.33
C 4.7531 0.8758 0.5782 -0.046 -0.091 0.026 -1.60
C -3.7608 -5.6651 3.2942 0.005 0.029 -0.003 -0.72
C 3.0229 -0.8832 0.0690 -0.023 -0.042 -0.103 -0.38
C 1.5831 -1.7945 1.7752 -0.014 0.070 -0.116 0.19
C 1.3987 -5.6809 -0.9556 0.003 -0.001 0.051 -0.68
C 3.6295 -0.0379 0.9952 0.017 0.007 0.017 0.65
C -0.3456 -4.1578 -1.6080 0.088 0.130 0.022 0.40
C -0.1578 -4.8520 0.6827 0.063 0.059 -0.035 -0.44
C 3.1962 -0.0895 2.3203 0.058 -0.002 0.018 -0.06
C 0.5776 3.5281 0.5061 -0.046 -0.084 -0.025 2.19
C -0.9921 1.3275 5.7132 -0.048 0.032 -0.008 -0.35
C 0.4961 4.6553 3.7326 -0.060 -0.123 0.043 0.50
C -0.7583 5.2640 3.6517 0.042 0.090 -0.038 0.22
C -3.2190 -3.5918 4.3887 -0.010 -0.012 0.013 -0.74
C -0.8971 3.6362 6.3486 -0.054 -0.070 -0.012 -0.42
C 1.6352 5.4413 3.5666 0.032 -0.023 -0.075 -0.45
C 0.7481 -4.9473 -1.9385 0.011 0.058 0.003 -1.08
C -4.6766 -4.4461 -3.1456 -0.007 0.016 -0.065 -0.74
C -0.5140 2.6182 5.4729 0.115 -0.049 0.044 0.65
C 0.1936 4.7996 0.0947 0.032 0.006 0.117 -0.48
C -2.1398 -1.1283 0.4086 -0.355 -0.261 -0.286 -1.68
C 2.1825 -0.9559 2.7074 0.004 -0.040 -0.001 -1.07
C 0.1389 1.7994 2.7946 0.062 0.044 -0.055 1.76
C -5.2142 -3.2908 -0.6854 0.012 -0.160 0.031 -0.34
C -6.2488 -3.5236 -1.5805 0.008 0.008 0.046 -0.71
C 2.4411 5.2348 -0.6518 -0.021 0.036 -0.013 -1.04
C -0.8124 -4.0942 -0.2910 -0.099 0.087 0.028 0.40
C -4.1357 3.2610 2.8667 -0.093 -0.057 -0.024 -0.67
C -2.8787 3.6492 0.4220 0.025 0.039 -0.054 -0.94
C -0.2079 1.1772 -6.7557 -0.296 0.035 0.226 -0.32
B -2.9201 1.7186 -6.5964 0.054 -0.031 0.080 -0.11
B -0.8593 -0.2906 -6.1990 -0.036 -0.044 -0.050 0.49
B -1.3486 2.4059 -7.0718 -0.026 0.074 -0.114 0.68
B -1.7063 0.6990 -7.4091 0.009 -0.028 -0.095 0.91
B -1.5386 0.1238 -4.6336 -0.012 0.028 0.104 -0.74
B -0.2828 2.4732 -5.6650 0.090 0.155 0.124 0.42
B -1.1817 1.8137 -4.3051 -0.077 -0.156 0.087 -1.13
B -2.8213 1.3499 -4.8570 0.052 -0.017 0.263 -1.07
B 0.0170 0.8122 -5.1205 0.019 -0.063 0.082 0.73
B -2.6100 0.0201 -6.0505 -0.010 0.085 0.137 -0.50
B -2.0190 2.8322 -5.4861 -0.074 -0.116 -0.004 -0.04
H -2.3397 2.2926 3.4901 -0.022 -0.020 -0.016 0.48
H 0.6503 1.1236 -7.4061 0.028 0.002 0.002 0.73
H -0.8237 5.1367 0.2360 0.028 0.050 0.026 0.46
H -4.1092 -6.6892 3.3421 0.006 0.027 0.005 0.43
H 0.8262 6.6418 -0.7937 0.013 -0.053 0.008 0.53
H -1.6555 4.6882 3.8274 -0.009 -0.015 -0.023 0.58
H -0.6530 0.4958 5.1040 -0.035 -0.007 0.061 0.36
H 1.0676 0.5036 -4.6755 -0.021 0.009 0.001 -0.35
H 0.5797 3.2750 -5.5905 -0.020 -0.019 -0.009 -0.29
H 1.0860 -4.9942 -2.9668 0.000 0.010 0.030 0.47
H 4.9086 1.6722 1.3060 -0.013 0.000 -0.017 0.34
H 2.2511 -6.2975 -1.2129 -0.029 0.015 0.010 0.40
H 3.6657 0.5505 3.0612 -0.040 -0.008 -0.041 0.41
H -2.4090 3.8084 -0.5409 -0.048 -0.053 0.017 0.39
H 3.3612 -0.8675 -0.9636 -0.020 -0.015 0.060 0.44
H -3.4843 -5.7073 1.1686 -0.017 0.007 0.061 0.42
H 3.8528 3.6418 -0.3801 -0.065 0.010 0.022 0.36
H 1.6102 -2.4695 -0.2645 -0.146 -0.063 -0.133 0.83
H -4.6199 3.1138 3.8243 0.020 -0.011 -0.018 0.56
H 2.6152 4.9838 3.6508 -0.030 0.018 0.008 0.39
H -4.4667 -4.9191 -4.0976 -0.006 0.037 0.039 0.48
H 1.4419 -6.2093 1.1258 -0.010 0.018 -0.033 0.46
H -3.9444 -5.3313 5.4096 0.024 -0.002 -0.053 0.39
H 0.8163 -2.4943 2.0776 -0.049 -0.067 0.025 0.49
H 2.4216 7.4040 3.1937 -0.023 -0.034 -0.006 0.45
H -0.5455 1.0687 3.2319 -0.007 -0.014 -0.075 0.22
H 2.2008 2.1096 0.6290 0.012 0.079 -0.028 -0.47
H -2.0811 4.1891 8.0448 0.013 -0.024 -0.027 0.42
H -6.7754 -4.2472 -3.5337 0.016 -0.025 0.059 0.41
H -0.3720 -1.3254 -6.4873 -0.039 0.012 -0.012 -0.29
H -4.6824 4.6271 -0.1840 0.024 -0.014 0.017 0.52
H -2.6303 -4.4835 -2.5195 -0.182 0.011 -0.061 0.17
H 1.8684 -0.9836 3.7451 0.020 -0.009 -0.035 0.41
H -3.1398 -3.0035 5.2950 -0.017 0.003 -0.028 0.52
H -0.5011 4.6352 6.2278 -0.012 0.023 -0.028 0.42
H -2.2555 0.0692 6.9044 0.019 0.028 -0.012 0.46
H -0.5185 -4.8447 1.7059 0.023 -0.014 -0.019 0.30
H -1.8479 7.0789 3.3333 0.050 -0.006 0.011 0.45
H -5.4461 -2.9371 0.3136 0.002 0.031 -0.146 0.42
H -5.8080 4.2886 2.0000 0.053 0.007 -0.014 0.44
H -2.5352 -2.0062 3.1236 -0.001 -0.030 0.075 0.32
H -0.8334 -3.5895 -2.3926 0.135 -0.090 0.090 -0.11
H 1.0179 1.2215 2.5042 -0.017 -0.054 -0.003 -1.78
H 3.1653 5.9008 -1.1052 -0.037 -0.028 0.024 0.46
H -1.1800 3.1527 -7.9678 -0.011 -0.003 0.027 -0.27
H 4.5558 1.3218 -0.3982 0.017 -0.020 0.024 0.33
H 0.1883 8.4558 3.0241 0.014 -0.046 0.017 0.41
H -3.0045 1.9148 8.3738 0.044 0.010 -0.022 0.42
H 5.6849 0.3123 0.4978 -0.004 0.028 -0.004 0.44
H -2.0218 -0.8546 1.4635 0.094 0.072 -0.097 0.09
H -7.2665 -3.2734 -1.3057 0.018 -0.037 -0.008 0.46
H -1.7692 0.3275 -8.5256 -0.020 -0.002 0.023 -0.28
```
Positions in Å, forces in eV/Å.

Calculated values
E_LUMO: -4.970 eV
multiplicity: 1
DFT total energy: -579011.187 eV
relative energy (zero: lowest compared OMol25 entry of this formula, charge and spin): 0.00 kcal per mole
Kohn-Sham gap: 5.547 eV
total charge: +1